{"formula": "C33H32N3O4", "method": "ωB97M-V/def2-TZVPD", "symbols": ["C", "N", "C", "O", "N", "C", "C", "O", "C", "C", "C", "C", "C", "C", "N", "C", "C", "C", "C", "C", "C", "C", "C", "C", "O", "H", "H", "H", "H", "H", "H", "H", "H", "H", "H", "H", "H", "H", "H", "H", "H", "H", "H", "H", "H", "H", "C", "C", "C", "C", "C", "C", "C", "C", "C", "C", "C", "C", "O", "C", "C", "H", "H", "H", "H", "H", "H", "H", "H", "H", "H", "H"], "coordinates": [[-4.481, -0.341, -2.342], [-3.256, -1.009, -1.933], [-3.020, -2.196, -2.633], [-3.824, -2.663, -3.432], [-1.795, -2.819, -2.333], [-1.601, -4.122, -2.932], [-0.995, -2.443, -1.241], [-0.295, -3.266, -0.649], [-1.036, -1.015, -0.919], [0.003, -0.357, -0.237], [-0.371, 0.529, 0.884], [-1.641, 0.487, 1.540], [-2.067, 1.500, 2.393], [-1.184, 2.579, 2.698], [-1.553, 3.571, 3.562], [-2.777, 3.508, 4.328], [-3.888, 2.832, 3.554], [-3.424, 1.469, 3.028], [-0.608, 4.551, 4.054], [0.428, 4.908, 3.010], [1.093, 3.653, 2.448], [0.112, 2.588, 2.114], [0.486, 1.585, 1.238], [-2.177, -0.245, -1.438], [-2.235, 0.986, -1.436], [-4.712, 0.471, -1.650], [-4.375, 0.051, -3.365], [-5.278, -1.091, -2.341], [-0.944, -4.704, -2.285], [-2.578, -4.598, -3.060], [-1.136, -3.989, -3.918], [0.861, 0.149, -0.918], [-2.326, -0.333, 1.308], [-2.605, 2.982, 5.282], [-3.054, 4.536, 4.575], [-4.749, 2.696, 4.214], [-4.196, 3.468, 2.715], [-4.158, 1.069, 2.313], [-3.384, 0.762, 3.875], [-1.187, 5.436, 4.336], [-0.120, 4.174, 4.968], [-0.053, 5.459, 2.193], [1.183, 5.555, 3.461], [1.675, 3.911, 1.554], [1.805, 3.250, 3.190], [1.455, 1.666, 0.747], [5.100, 1.733, -0.112], [4.440, 1.700, -1.351], [3.454, 0.721, -1.575], [3.090, -0.209, -0.583], [1.776, -0.960, -0.761], [1.738, -1.561, -2.160], [2.172, -2.970, -2.482], [1.891, -3.446, -3.783], [1.841, -4.815, -4.041], [2.188, -5.723, -3.033], [2.649, -5.251, -1.800], [2.699, -3.875, -1.545], [1.159, -0.916, -3.035], [3.761, -0.150, 0.654], [4.744, 0.823, 0.900], [5.902, 2.462, 0.064], [4.714, 2.411, -2.149], [2.954, 0.700, -2.547], [1.566, -1.713, 0.006], [1.683, -2.723, -4.577], [1.514, -5.158, -5.026], [2.101, -6.794, -3.223], [2.943, -5.965, -1.028], [3.155, -3.486, -0.631], [3.492, -0.872, 1.425], [5.257, 0.849, 1.873]], "atomic_forces_ev_per_a": [[-0.0890, 0.0639, -0.1285], [-0.2866, -0.8389, -0.9471], [0.9644, 0.2225, 0.7547], [0.3404, 0.0836, 0.2770], [-1.5760, -0.2572, -0.3485], [-0.0174, -0.0834, -0.2523], [-0.4155, 2.5799, 1.4805], [0.6245, -0.5042, -0.4479], [-2.2629, -2.4247, -2.3971], [1.9036, 2.3034, -0.8003], [1.0736, 0.0932, 0.6978], [0.7854, -0.0819, -0.6299], [1.2775, 0.7315, -0.1048], [0.7033, -1.7250, -1.0118], [-0.7616, 1.6849, 0.6892], [0.3273, -0.1691, -0.1482], [0.0098, -0.2601, -0.2626], [-0.3959, -0.3965, 0.3166], [-0.1424, -0.4192, -0.0964], [0.1305, -0.0360, -0.1967], [0.5324, 0.4160, 0.3121], [-0.9697, -0.5350, 0.1712], [-0.6284, -0.1181, -0.0062], [2.5329, 0.0957, 0.2289], [-0.7091, -0.3121, 0.1603], [0.1970, -0.1261, -0.1318], [-0.1607, 0.0381, 0.3018], [0.1144, 0.2674, -0.0139], [-0.0847, 0.0783, -0.0876], [0.2704, -0.0745, -0.0085], [-0.1033, -0.2338, 0.1389], [-2.9465, 1.3874, 0.0655], [0.2102, 0.2533, -0.0180], [-0.0795, -0.0627, 0.0593], [-0.0924, -0.0180, 0.0720], [-0.0388, 0.0638, -0.0960], [0.0871, -0.0520, 0.1168], [0.1586, 0.0669, 0.1936], [-0.1506, 0.1380, -0.1822], [0.1187, 0.0360, 0.0579], [0.1296, 0.0642, 0.0373], [0.0100, -0.0508, 0.1167], [-0.0332, 0.1140, -0.0493], [-0.0338, -0.0639, 0.2038], [-0.0760, 0.1942, -0.1507], [-0.0719, 0.0027, 0.0534], [-0.1857, -0.0451, 0.0226], [0.1256, -0.6764, 0.2591], [0.4736, 0.4877, -0.1679], [-1.1401, 1.3559, 0.5214], [1.0927, -3.0979, 1.8355], [-1.9494, 0.9071, -0.8162], [0.5082, -0.5477, -0.2835], [-0.1894, 0.0531, 0.3547], [0.3518, 0.2026, 0.1811], [-0.1653, 0.3084, 0.0216], [0.1454, 0.1166, -0.2210], [-0.2782, 0.1473, -0.1948], [1.1333, -0.5458, 0.6055], [0.1061, 0.1827, -0.0903], [0.0501, -0.3200, -0.4685], [-0.4355, -0.2623, -0.0264], [-0.2185, -0.4466, 0.4943], [-0.0154, 0.0352, 0.3906], [1.0680, -0.3602, -0.3761], [-0.2872, -0.2376, 0.4336], [0.2083, 0.0286, 0.3168], [0.0507, 0.2446, 0.1234], [0.0344, 0.2901, -0.2490], [-0.5544, -0.2298, -0.0510], [-0.0169, 0.2834, -0.0845], [-0.2875, -0.0095, -0.5206]], "lowdin_charge": [-0.046, 0.007, -0.432, 0.033, 0.019, -0.033, -0.403, 0.018, -0.137, -0.083, -0.161, 0.021, -0.149, -0.120, -0.105, -0.188, -0.177, -0.153, -0.184, -0.178, -0.162, -0.164, 0.006, -0.404, 0.033, 0.084, 0.096, 0.082, 0.081, 0.082, 0.086, 0.137, 0.125, 0.124, 0.110, 0.105, 0.119, 0.117, 0.120, 0.111, 0.124, 0.120, 0.105, 0.117, 0.121, 0.111, -0.108, -0.080, -0.027, -0.192, -0.091, -0.314, -0.133, -0.027, -0.095, -0.095, -0.080, -0.024, 0.088, -0.041, -0.093, 0.094, 0.103, 0.114, 0.124, 0.119, 0.102, 0.096, 0.100, 0.116, 0.114, 0.099], "total_charge": -1, "total_energy_ha": -1741.921064, "relative_energy_ev": 3.9362, "multiplicity": 1}